Entry 1:
The following is a quantum chemistry calculation of 7 unconnected molecules or ions with the total composition C28H69NO8, from the Open Molecules 2025 dataset.

Calculated values
energy = -48019.47950 eV

Each line ends with the Löwdin charge.
Cartesian coordinates (Å):
C (2.406, -2.167, -2.299)  -0.14
C (1.555, -0.823, -2.812)  -0.22
C (0.131, -0.862, -1.999)  -0.23
N (-1.079, -0.448, -2.812)  0.02
C (-2.148, -1.498, -2.445)  -0.29
O (-3.013, -1.289, -1.428)  -0.06
O (-2.194, -2.773, -3.184)  0.01
H (1.922, -3.136, -2.773)  0.08
H (2.214, -2.204, -1.121)  0.08
H (3.555, -2.058, -2.497)  0.07
H (2.167, 0.139, -2.460)  0.11
H (1.463, -0.755, -3.976)  0.11
H (0.235, -0.148, -1.057)  0.15
H (-0.045, -1.951, -1.607)  0.11
H (-1.431, 0.428, -2.331)  0.12
H (-2.212, -3.478, -2.455)  0.13
C (1.698, -5.515, 2.419)  -0.08
C (2.526, -4.877, 1.318)  -0.28
O (2.679, -3.466, 1.465)  -0.18
C (3.321, -3.021, 2.657)  -0.28
C (4.737, -3.547, 2.817)  -0.08
H (0.705, -5.053, 2.468)  0.08
H (1.578, -6.587, 2.234)  0.08
H (2.162, -5.394, 3.400)  0.07
H (2.021, -5.038, 0.359)  0.12
H (3.508, -5.356, 1.231)  0.11
H (2.707, -3.262, 3.530)  0.10
H (3.358, -1.926, 2.602)  0.11
H (4.761, -4.637, 2.890)  0.06
H (5.195, -3.140, 3.724)  0.08
H (5.351, -3.263, 1.955)  0.08
C (3.797, 1.614, 4.101)  -0.08
C (5.233, 1.150, 3.933)  -0.28
O (5.569, 0.817, 2.586)  -0.17
C (5.448, 1.865, 1.627)  -0.28
C (6.331, 3.064, 1.924)  -0.08
H (3.102, 0.848, 3.741)  0.08
H (3.583, 1.815, 5.156)  0.08
H (3.595, 2.528, 3.539)  0.07
H (5.382, 0.240, 4.525)  0.12
H (5.938, 1.891, 4.326)  0.10
H (4.400, 2.160, 1.520)  0.10
H (5.747, 1.440, 0.661)  0.12
H (6.069, 3.538, 2.873)  0.06
H (6.230, 3.817, 1.135)  0.08
H (7.382, 2.760, 1.988)  0.08
C (-5.742, 0.091, -0.181)  -0.07
C (-5.066, 1.315, 0.410)  -0.28
O (-5.908, 2.061, 1.289)  -0.18
C (-6.395, 1.370, 2.436)  -0.27
C (-5.296, 0.861, 3.351)  -0.08
H (-6.651, 0.378, -0.720)  0.08
H (-5.067, -0.418, -0.877)  0.05
H (-6.032, -0.627, 0.589)  0.07
H (-4.788, 1.993, -0.404)  0.11
H (-4.133, 1.047, 0.919)  0.11
H (-7.066, 0.560, 2.133)  0.10
H (-7.012, 2.086, 2.993)  0.12
H (-4.654, 0.132, 2.850)  0.06
H (-5.726, 0.378, 4.234)  0.08
H (-4.656, 1.688, 3.679)  0.08
C (-3.855, 4.734, 0.866)  -0.07
C (-2.420, 4.271, 0.697)  -0.27
O (-2.084, 3.938, -0.649)  -0.17
C (-2.205, 4.985, -1.608)  -0.28
C (-1.322, 6.184, -1.311)  -0.08
H (-4.551, 3.968, 0.506)  0.06
H (-4.070, 4.936, 1.921)  0.08
H (-4.058, 5.648, 0.304)  0.07
H (-2.271, 3.361, 1.290)  0.12
H (-1.714, 5.011, 1.090)  0.10
H (-3.252, 5.281, -1.715)  0.11
H (-1.906, 4.560, -2.574)  0.12
H (-1.583, 6.658, -0.362)  0.06
H (-1.422, 6.937, -2.100)  0.08
H (-0.271, 5.881, -1.247)  0.08
C (-3.014, -3.096, 0.993)  -0.08
C (-3.312, -4.574, 0.819)  -0.27
O (-2.574, -5.413, 1.707)  -0.17
C (-2.784, -5.198, 3.100)  -0.29
C (-4.224, -5.406, 3.536)  -0.08
H (-1.944, -2.902, 0.857)  0.08
H (-3.574, -2.505, 0.261)  0.05
H (-3.285, -2.740, 1.989)  0.07
H (-3.032, -4.873, -0.197)  0.11
H (-4.385, -4.777, 0.913)  0.11
H (-2.421, -4.207, 3.389)  0.10
H (-2.150, -5.922, 3.627)  0.12
H (-4.903, -4.700, 3.050)  0.07
H (-4.319, -5.271, 4.618)  0.08
H (-4.561, -6.416, 3.276)  0.08
C (1.408, 2.097, -7.103)  -0.08
C (1.731, 2.889, -5.848)  -0.28
O (2.537, 2.171, -4.914)  -0.18
C (3.818, 1.751, -5.376)  -0.28
C (4.715, 2.900, -5.804)  -0.08
H (0.903, 1.160, -6.845)  0.08
H (0.756, 2.679, -7.763)  0.08
H (2.308, 1.839, -7.665)  0.06
H (0.795, 3.130, -5.332)  0.12
H (2.202, 3.848, -6.094)  0.10
H (3.709, 1.014, -6.176)  0.11
H (4.296, 1.227, -4.539)  0.12
H (4.294, 3.453, -6.647)  0.07
H (5.698, 2.524, -6.108)  0.08
H (4.849, 3.610, -4.981)  0.08

***

Entry 2:
The following is a quantum chemistry calculation of 3 unconnected molecules or ions with the total composition C22H53N8O5P2, from the Open Molecules 2025 dataset.

Calculated values
total charge = +1
energy = -64388.33702 eV

Each line ends with the Löwdin charge.
Cartesian coordinates (Å):
C (-3.710, 0.208, 0.221)  -0.10
C (-2.495, 0.811, 1.193)  -0.22
O (-1.238, 0.044, 1.092)  -0.20
C (-0.745, -0.019, -0.294)  -0.16
C (0.876, 0.166, -0.462)  -0.01
C (2.071, 0.512, 0.606)  0.08
N (3.284, 0.534, -0.298)  0.04
C (2.973, 0.252, -1.755)  0.09
N (1.483, 0.003, -1.847)  -0.07
C (0.666, -0.370, -3.102)  -0.12
C (0.547, -2.004, -3.089)  -0.17
C (-0.578, -2.629, -4.104)  -0.10
C (-1.985, -1.788, -4.184)  -0.28
O (-2.063, -0.687, -4.934)  -0.01
O (-3.149, -2.321, -3.439)  0.01
H (-4.776, 0.576, 0.548)  0.09
H (-3.525, 0.685, -0.858)  0.08
H (-3.632, -0.951, 0.081)  0.08
H (-2.953, 0.858, 2.272)  0.13
H (-2.339, 1.946, 0.855)  0.14
H (-1.245, 0.868, -0.911)  0.14
H (-1.148, -1.013, -0.799)  0.13
H (1.941, 0.664, 1.759)  0.15
H (4.273, 0.705, -0.012)  0.14
H (3.652, 0.198, -2.709)  0.15
H (-0.352, 0.206, -3.116)  0.13
H (1.305, -0.004, -4.024)  0.15
H (0.372, -2.329, -1.962)  0.12
H (1.615, -2.431, -3.393)  0.14
H (-0.860, -3.703, -3.665)  0.14
H (-0.095, -2.814, -5.160)  0.14
H (-2.789, -2.608, -2.548)  0.11
O (-7.594, 1.018, 2.485)  -0.30
P (-8.152, 0.723, 3.899)  0.76
N (-6.589, 0.594, 4.556)  -0.34
C (-6.077, -0.383, 5.498)  -0.14
C (-5.980, 1.894, 4.847)  -0.14
N (-8.778, -0.793, 3.390)  -0.35
C (-7.873, -1.867, 2.985)  -0.12
C (-9.815, -0.653, 2.357)  -0.14
N (-8.794, 0.384, 5.524)  -0.31
C (-9.226, -0.927, 6.009)  -0.13
C (-9.833, 1.366, 5.854)  -0.15
H (-6.409, -0.190, 6.525)  0.08
H (-4.979, -0.373, 5.504)  0.08
H (-6.342, -1.404, 5.237)  0.05
H (-6.363, 2.305, 5.787)  0.08
H (-6.196, 2.617, 4.054)  0.07
H (-4.888, 1.824, 4.911)  0.08
H (-7.079, -1.518, 2.318)  0.08
H (-8.411, -2.677, 2.479)  0.09
H (-7.422, -2.342, 3.854)  0.05
H (-9.384, -0.452, 1.372)  0.08
H (-10.491, 0.174, 2.601)  0.07
H (-10.430, -1.558, 2.298)  0.08
H (-10.147, -1.270, 5.524)  0.09
H (-9.418, -0.886, 7.087)  0.09
H (-8.459, -1.692, 5.880)  0.06
H (-10.740, 1.193, 5.267)  0.08
H (-9.476, 2.378, 5.634)  0.08
H (-10.084, 1.343, 6.919)  0.08
O (6.299, 0.428, -2.631)  -0.34
P (7.732, 0.998, -2.767)  0.76
N (7.916, 0.333, -4.322)  -0.33
C (9.064, -0.349, -4.889)  -0.13
C (7.280, 1.136, -5.369)  -0.14
N (8.318, -0.043, -1.534)  -0.34
C (8.342, -1.490, -1.739)  -0.12
C (7.690, 0.224, -0.231)  -0.14
N (9.380, 1.653, -2.924)  -0.30
C (10.593, 1.032, -2.393)  -0.12
C (9.380, 3.070, -2.543)  -0.15
H (9.864, 0.344, -5.175)  0.08
H (8.775, -0.903, -5.792)  0.09
H (9.481, -1.101, -4.226)  0.05
H (7.904, 1.993, -5.640)  0.08
H (6.310, 1.522, -5.035)  0.07
H (7.082, 0.543, -6.269)  0.08
H (7.413, -1.868, -2.175)  0.08
H (8.522, -2.027, -0.800)  0.09
H (9.175, -1.776, -2.380)  0.06
H (6.683, -0.198, -0.169)  0.06
H (7.612, 1.303, -0.057)  0.07
H (8.298, -0.184, 0.584)  0.09
H (10.636, 1.063, -1.299)  0.09
H (11.480, 1.554, -2.771)  0.10
H (10.707, -0.004, -2.717)  0.07
H (9.245, 3.190, -1.464)  0.08
H (8.560, 3.595, -3.047)  0.08
H (10.308, 3.568, -2.846)  0.09

***

Entry 3:
The following is a quantum chemistry calculation of 14 unconnected molecules or ions with the total composition C56H137N3O11, from the Open Molecules 2025 dataset.

Calculated values
energy = -87288.03892 eV

Each line ends with the Löwdin charge.
Cartesian coordinates (Å):
C (-5.381, 1.081, -23.912)  -0.12
C (-5.447, 1.004, -25.444)  -0.25
C (-6.537, 0.018, -25.869)  -0.23
C (-6.809, -0.057, -27.364)  -0.21
C (-7.986, -1.007, -27.732)  -0.24
C (-9.256, -0.784, -26.899)  -0.10
H (-5.069, 0.136, -23.462)  0.05
H (-6.347, 1.334, -23.458)  0.07
H (-4.669, 1.861, -23.619)  0.07
H (-5.580, 2.022, -25.819)  0.11
H (-4.434, 0.692, -25.740)  0.09
H (-7.441, 0.391, -25.371)  0.10
H (-6.298, -0.988, -25.504)  0.10
H (-6.964, 0.942, -27.790)  0.12
H (-5.944, -0.503, -27.880)  0.08
H (-8.262, -0.832, -28.774)  0.10
H (-7.629, -2.033, -27.573)  0.09
H (-9.516, 0.276, -26.967)  0.09
H (-10.062, -1.406, -27.283)  0.07
H (-9.104, -1.049, -25.855)  0.02
C (-7.495, -3.044, -24.066)  -0.11
C (-8.090, -1.802, -23.407)  -0.24
C (-9.649, -1.802, -23.439)  -0.22
C (-10.286, -2.929, -22.673)  -0.24
C (-11.816, -2.819, -22.511)  -0.26
C (-12.197, -2.059, -21.249)  -0.13
H (-7.681, -3.923, -23.439)  0.06
H (-6.395, -3.032, -24.032)  0.05
H (-7.861, -3.198, -25.085)  0.07
H (-7.747, -1.812, -22.372)  0.11
H (-7.734, -0.891, -23.903)  0.06
H (-9.980, -1.810, -24.488)  0.09
H (-9.995, -0.848, -23.012)  0.12
H (-10.065, -3.882, -23.186)  0.10
H (-9.802, -3.100, -21.704)  0.12
H (-12.319, -2.418, -23.387)  0.10
H (-12.169, -3.846, -22.359)  0.10
H (-11.882, -2.581, -20.345)  0.07
H (-11.846, -1.021, -21.240)  0.07
H (-13.290, -1.947, -21.119)  0.07
C (-0.569, -1.286, -22.937)  -0.09
C (-1.785, -1.285, -23.854)  -0.26
C (-2.171, -2.637, -24.481)  -0.22
C (-3.527, -2.593, -25.154)  -0.22
C (-3.972, -3.931, -25.757)  -0.24
C (-3.305, -4.262, -27.095)  -0.09
H (0.186, -1.962, -23.363)  0.06
H (-0.756, -1.567, -21.896)  0.06
H (-0.116, -0.292, -22.912)  0.05
H (-2.661, -0.779, -23.423)  0.09
H (-1.533, -0.610, -24.699)  0.10
H (-2.108, -3.417, -23.696)  0.12
H (-1.431, -2.953, -25.227)  0.08
H (-4.257, -2.338, -24.362)  0.09
H (-3.556, -1.776, -25.889)  0.11
H (-3.899, -4.712, -24.998)  0.10
H (-5.039, -3.882, -26.033)  0.09
H (-3.721, -5.236, -27.400)  0.04
H (-3.448, -3.509, -27.863)  0.06
H (-2.251, -4.561, -27.019)  0.05
C (0.827, 7.104, -22.623)  -0.11
C (-0.073, 6.894, -23.849)  -0.27
C (0.371, 5.760, -24.784)  -0.23
C (0.392, 4.381, -24.158)  -0.24
C (-0.958, 3.919, -23.624)  -0.26
C (-0.942, 2.428, -23.295)  -0.12
H (0.348, 7.734, -21.865)  0.07
H (1.721, 7.679, -22.892)  0.07
H (1.105, 6.169, -22.135)  0.06
H (-1.103, 6.740, -23.508)  0.10
H (-0.075, 7.823, -24.431)  0.10
H (1.352, 6.033, -25.205)  0.11
H (-0.278, 5.839, -25.670)  0.11
H (0.788, 3.642, -24.871)  0.11
H (1.112, 4.381, -23.332)  0.10
H (-1.119, 4.465, -22.682)  0.10
H (-1.785, 4.173, -24.293)  0.11
H (-1.783, 2.075, -22.695)  0.05
H (-0.906, 1.822, -24.209)  0.07
H (-0.036, 2.184, -22.725)  0.06
C (-3.042, 0.130, -28.450)  -0.10
C (-3.565, -0.815, -29.519)  -0.28
C (-4.632, -0.176, -30.405)  -0.25
C (-5.311, -1.164, -31.311)  -0.25
C (-6.372, -0.597, -32.252)  -0.27
C (-6.594, -1.445, -33.502)  -0.12
H (-2.485, 0.957, -28.905)  0.08
H (-2.332, -0.367, -27.781)  0.05
H (-3.863, 0.521, -27.852)  0.05
H (-2.789, -1.303, -30.115)  0.11
H (-4.066, -1.660, -29.000)  0.09
H (-4.101, 0.571, -31.030)  0.12
H (-5.327, 0.414, -29.799)  0.10
H (-4.573, -1.785, -31.847)  0.11
H (-5.769, -1.930, -30.650)  0.11
H (-7.333, -0.552, -31.724)  0.10
H (-6.095, 0.435, -32.502)  0.11
H (-5.681, -1.495, -34.109)  0.07
H (-6.885, -2.460, -33.240)  0.07
H (-7.333, -0.963, -34.142)  0.07
C (4.826, 0.062, -28.145)  -0.10
C (4.043, -0.590, -29.281)  -0.27
C (2.627, -0.015, -29.520)  -0.22
C (1.634, -0.253, -28.398)  -0.24
C (1.418, -1.716, -28.070)  -0.26
C (0.569, -1.842, -26.823)  -0.11
H (4.224, 0.127, -27.230)  0.04
H (5.031, 1.107, -28.396)  0.08
H (5.761, -0.461, -27.968)  0.07
H (4.625, -0.382, -30.198)  0.10
H (4.062, -1.685, -29.257)  0.10
H (2.240, -0.461, -30.451)  0.11
H (2.704, 1.059, -29.736)  0.11
H (1.937, 0.303, -27.501)  0.10
H (0.655, 0.139, -28.699)  0.11
H (0.891, -2.158, -28.920)  0.12
H (2.366, -2.236, -27.910)  0.10
H (-0.422, -1.395, -26.989)  0.06
H (0.364, -2.871, -26.511)  0.06
H (1.008, -1.315, -25.970)  0.06
C (-2.028, 3.046, -19.584)  -0.12
C (-2.543, 1.731, -19.058)  -0.30
C (-3.055, 0.757, -20.077)  -0.24
C (-3.482, -0.534, -19.398)  -0.24
C (-4.146, -1.547, -20.309)  -0.27
C (-4.368, -2.929, -19.634)  -0.10
H (-1.014, 2.967, -19.980)  0.07
H (-2.057, 3.833, -18.831)  0.07
H (-2.655, 3.417, -20.406)  0.07
H (-1.752, 1.231, -18.481)  0.11
H (-3.318, 1.923, -18.305)  0.11
H (-2.285, 0.550, -20.828)  0.10
H (-3.915, 1.211, -20.591)  0.12
H (-2.592, -1.040, -18.985)  0.12
H (-4.173, -0.374, -18.564)  0.12
H (-5.104, -1.130, -20.658)  0.10
H (-3.591, -1.738, -21.244)  0.09
H (-3.459, -3.531, -19.675)  0.05
H (-4.773, -2.831, -18.622)  0.08
H (-5.121, -3.500, -20.176)  0.05
C (2.425, -4.038, -23.690)  -0.25
C (3.595, -4.968, -23.837)  -0.21
O (3.806, -5.828, -22.665)  -0.08
O (1.194, -4.749, -23.737)  -0.11
H (2.443, -3.386, -24.565)  0.11
H (2.534, -3.520, -22.734)  0.12
H (4.478, -4.291, -23.908)  0.12
H (3.573, -5.550, -24.752)  0.12
H (3.816, -5.253, -21.889)  0.07
H (0.962, -5.020, -22.828)  0.06
C (-1.145, -5.969, -20.061)  -0.21
C (0.005, -5.002, -19.921)  -0.18
O (1.061, -5.218, -20.920)  -0.09
O (-0.900, -7.241, -19.369)  -0.08
H (-1.400, -6.150, -21.107)  0.08
H (-1.996, -5.531, -19.526)  0.11
H (0.410, -5.063, -18.907)  0.12
H (-0.364, -3.982, -20.075)  0.11
H (1.657, -5.886, -20.553)  0.09
H (-0.270, -7.778, -19.863)  0.08
C (3.427, 0.931, -24.231)  -0.27
C (3.729, -0.560, -24.435)  -0.23
O (4.378, -1.140, -23.304)  -0.06
O (2.468, 1.171, -23.269)  -0.05
H (3.098, 1.382, -25.170)  0.11
H (4.369, 1.460, -24.002)  0.13
H (4.395, -0.663, -25.287)  0.10
H (2.750, -1.039, -24.605)  0.10
H (3.878, -0.915, -22.513)  0.07
H (2.779, 0.773, -22.448)  0.09
C (-5.545, -5.935, -30.316)  -0.22
C (-4.182, -6.424, -29.870)  -0.24
O (-3.685, -7.469, -30.747)  -0.07
O (-5.521, -4.993, -31.400)  -0.07
H (-5.936, -5.420, -29.419)  0.09
H (-6.200, -6.761, -30.589)  0.13
H (-4.327, -6.888, -28.881)  0.10
H (-3.520, -5.549, -29.784)  0.11
H (-2.732, -7.551, -30.667)  0.07
H (-4.622, -4.721, -31.595)  0.07
O (-1.402, -6.785, -23.578)  -0.02
C (-1.381, -6.856, -24.815)  -0.55
N (-0.607, -6.008, -25.512)  0.18
C (-2.062, -7.981, -25.566)  0.02
H (-0.381, -6.096, -26.481)  0.10
H (-0.067, -5.297, -24.997)  0.08
H (-2.044, -7.773, -26.641)  0.07
H (-3.127, -7.955, -25.316)  0.08
H (-1.578, -8.918, -25.339)  0.08
O (-5.799, -6.934, -26.664)  0.02
C (-6.851, -6.431, -26.299)  -0.59
N (-7.698, -5.790, -27.161)  0.18
C (-7.360, -6.616, -24.914)  0.00
H (-8.607, -5.489, -26.880)  0.09
H (-7.345, -5.463, -28.041)  0.07
H (-6.620, -6.175, -24.249)  0.08
H (-7.398, -7.685, -24.714)  0.09
H (-8.307, -6.119, -24.720)  0.07
O (-5.371, -6.108, -20.642)  -0.01
C (-4.471, -6.639, -21.320)  -0.54
N (-3.573, -5.882, -22.056)  0.15
C (-4.235, -8.142, -21.311)  0.00
H (-3.770, -4.898, -22.091)  0.09
H (-2.819, -6.292, -22.625)  0.04
H (-3.524, -8.422, -22.106)  0.07
H (-5.146, -8.701, -21.501)  0.08
H (-3.801, -8.479, -20.373)  0.08

***

Number 1: HOMO energy -9.49 eV, LUMO level 0.448 eV. Number 2: HOMO energy -9.39 eV, LUMO level -3.647 eV. Number 3: HOMO energy -9.27 eV, LUMO level 0.124 eV.